one) Molecular formula: C7H15ClN
Method: DFT, wB97M-V/def2-TZVPD

Results
charge = +1
Kohn-Sham gap = 9.5 eV

Cartesian coordinates (Å):
Cl  0.669  -1.555  -0.401
N  -2.271  -1.500  -0.433
C  3.462  -0.656  0.597
C  3.188  1.517  -0.574
C  -2.298  0.970  -0.510
C  -3.709  -0.191  1.319
C  -2.799  -0.113  0.041
C  1.425  -0.034  -0.729
C  2.649  0.158  -0.292
H  2.947  -1.591  0.607
H  -2.430  -1.375  -1.431
H  -1.205  -1.520  -0.242
H  0.853  0.581  -1.479
H  -4.535  -0.919  1.267
H  -2.776  1.944  -0.163
H  4.534  -0.464  0.330
H  -2.920  -0.139  2.140
H  2.319  2.150  -0.956
H  -1.517  0.766  -1.208
H  -2.734  -2.220  0.066
H  3.715  1.869  0.279
H  3.468  -0.080  1.638
H  -4.132  0.771  1.432
H  4.097  1.630  -1.298

---

two) Molecular formula: C7H15ClN
Method: DFT, wB97M-V/def2-TZVPD

Results
charge = +1
Kohn-Sham gap = 9.1 eV
SMILES = CC(C)[N+](=CCl)C(C)C

Cartesian coordinates (Å):
Cl  0.422  -1.110  -3.012
N  0.125  -0.165  -0.435
C  -1.136  0.420  -0.967
C  -1.179  1.863  -0.629
C  0.945  -0.817  -1.539
C  -2.377  -0.281  -0.427
C  2.187  0.543  0.808
C  0.824  -1.603  1.532
C  0.752  -0.195  0.910
H  -0.349  2.533  -1.001
H  2.420  0.850  1.818
H  -1.110  0.342  -2.122
H  -2.688  0.035  0.561
H  1.261  -1.555  2.539
H  2.101  1.515  0.177
H  -2.201  2.183  -0.829
H  0.000  0.413  1.598
H  3.017  -0.093  0.438
H  -0.175  -2.019  1.795
H  -2.195  -1.384  -0.389
H  -0.792  2.005  0.437
H  1.900  -1.072  -1.129
H  -3.196  -0.062  -1.103
H  1.443  -2.345  0.968

---

Stability, descending: two), one)

---

one) Molecular formula: C24H64O8
Method: DFT, wB97M-V/def2-TZVPD

Results
charge = 0
Kohn-Sham gap = 10.0 eV
SMILES = CC(C)O.CC(C)O.CC(C)O.CC(C)O.CC(C)O.CC(C)O.CC(C)O.CC(C)O

Cartesian coordinates (Å):
O  4.793  -3.399  -4.199
O  -3.203  0.627  -5.859
O  2.034  0.964  0.315
O  -0.907  3.934  2.779
O  -3.918  -3.628  -0.205
O  4.628  1.123  1.340
O  0.061  2.954  0.268
O  -4.887  -1.973  1.899
C  3.422  2.671  2.823
C  -2.592  -1.965  2.608
C  -1.102  4.215  5.174
C  -1.857  -4.157  -1.366
C  5.498  1.476  3.503
C  0.300  2.908  -2.110
C  0.532  -0.415  1.624
C  5.215  -1.519  -2.724
C  -3.908  -3.174  -2.550
C  -3.069  -3.197  -1.287
C  4.219  1.397  2.674
C  -1.596  0.217  -4.140
C  1.433  -0.326  0.382
C  0.701  -0.720  -0.889
C  -0.830  3.245  4.021
C  -2.732  -0.385  -4.965
C  -2.319  -1.626  -5.760
C  4.753  -2.963  -2.828
C  0.284  3.792  -0.881
C  -1.830  2.087  4.021
C  -4.044  -2.159  3.030
C  -4.519  -1.170  4.084
C  3.336  -3.192  -2.292
C  1.592  4.542  -0.663
H  -3.848  -1.223  4.946
H  -2.678  -2.218  -1.011
H  -4.316  -4.135  -2.863
H  -3.577  -0.697  -4.346
H  1.110  2.174  -2.072
H  1.286  1.593  0.194
H  -2.427  -0.938  2.281
H  -4.572  -2.541  1.174
H  6.048  0.537  3.541
H  -1.186  3.719  6.142
H  -0.658  2.407  -2.237
H  -5.535  -1.358  4.430
H  -1.776  4.349  2.726
H  1.808  5.227  -1.486
H  -2.853  2.392  3.780
H  0.492  3.437  -3.046
H  -0.021  0.060  -1.135
H  -1.205  -3.822  -2.174
H  -1.309  -4.055  -0.427
H  2.402  3.831  -0.477
H  -1.943  1.558  4.972
H  6.135  2.263  3.094
H  4.170  3.467  2.681
H  5.307  -1.298  -1.655
H  1.082  -0.247  2.546
H  -1.190  -0.490  -3.407
H  -2.507  0.787  -6.506
H  0.179  2.834  4.077
H  -2.106  -2.446  -5.070
H  1.411  -0.823  -1.712
H  4.484  -0.820  -3.130
H  2.251  -1.036  0.553
H  -0.554  4.488  -0.997
H  -3.140  -1.970  -6.388
H  3.833  1.075  0.770
H  5.454  -3.611  -2.300
H  -2.145  -5.195  -1.528
H  -4.759  -2.541  -2.280
H  -1.459  -1.401  -6.396
H  -1.933  1.130  -3.662
H  2.642  2.860  2.092
H  2.648  -2.701  -2.986
H  3.075  2.835  3.845
H  -3.831  -4.584  -0.138
H  5.317  1.749  4.547
H  -0.282  4.925  5.284
H  0.260  -1.704  -0.722
H  0.049  -1.396  1.608
H  -4.514  -0.135  3.734
H  -1.513  1.345  3.288
H  -3.414  -2.728  -3.415
H  -1.950  -2.065  3.492
H  3.968  -3.129  -4.614
H  -2.056  4.704  4.965
H  -0.298  0.292  1.530
H  3.651  0.509  2.994
H  -4.165  -3.166  3.450
H  -0.754  0.374  -4.822
H  3.083  -4.253  -2.318
H  -2.277  -2.725  1.896
H  1.640  5.152  0.247
H  3.231  -2.862  -1.258
H  0.047  3.510  1.064
H  6.194  -1.451  -3.192

---

two) Molecular formula: C24H64O8
Method: DFT, wB97M-V/def2-TZVPD

Results
charge = 0
Kohn-Sham gap = 8.7 eV
SMILES = CC(C)O.CC(C)O.CC(C)O.CC(C)O.CC(C)O.CC(C)O.CC(C)O.CC(C)O

Cartesian coordinates (Å):
O  -0.354  3.062  -2.669
O  -1.102  -0.744  -0.837
O  -0.599  -2.912  0.660
O  1.586  2.991  3.444
O  2.696  2.191  1.105
O  4.395  -2.788  -1.866
O  0.598  -2.188  5.975
O  -0.986  0.387  -3.331
C  -1.286  -3.892  -1.254
C  0.610  3.710  3.387
C  -0.874  -5.157  0.857
C  2.530  -1.624  -1.337
C  1.259  1.510  -0.484
C  3.171  -2.727  -2.213
C  0.529  -0.937  6.153
C  -0.126  -1.623  -4.082
C  0.620  -0.215  4.749
C  0.316  3.994  4.822
C  1.521  -0.337  7.186
C  -3.278  0.170  -0.992
C  -1.202  3.724  -3.290
C  2.307  -3.967  -2.223
C  -1.756  0.347  0.998
C  1.669  0.112  1.598
C  2.261  1.151  0.649
C  -2.433  -0.731  -4.760
C  -0.569  3.112  2.712
C  -0.936  3.812  -4.770
C  -1.831  0.239  -0.495
C  -1.011  -0.369  -4.331
C  -1.332  -3.817  0.257
C  -2.576  3.075  -2.942
H  1.346  0.755  7.193
H  -3.017  0.148  -4.832
H  0.888  -1.469  -3.837
H  1.216  4.371  5.221
H  1.864  -4.157  -1.248
H  -0.504  -2.187  -3.182
H  3.085  -0.674  -1.519
H  -0.500  0.061  -5.229
H  -0.322  -3.753  -1.633
H  -1.492  3.741  2.692
H  1.562  -0.505  4.278
H  -0.404  2.849  -5.065
H  -0.231  -0.404  4.068
H  -1.021  4.727  -2.934
H  2.452  -0.304  2.142
H  -2.449  -0.297  1.531
H  -0.203  2.876  1.693
H  -0.859  2.106  3.178
H  -2.938  -1.217  -3.889
H  0.385  2.136  -0.264
H  0.927  4.577  2.831
H  -0.925  -0.640  -1.819
H  2.601  -1.926  -0.291
H  -0.415  1.151  -3.566
H  -1.425  1.127  -0.973
H  -3.888  -0.469  -0.380
H  -1.454  -6.024  0.541
H  -2.656  -1.311  -5.676
H  1.091  -0.720  1.158
H  3.085  -2.365  -3.222
H  -3.507  1.216  -0.858
H  3.133  0.707  0.147
H  0.811  0.870  4.809
H  -0.207  -2.375  -4.917
H  1.077  0.560  -0.973
H  -0.795  0.181  1.410
H  4.960  -2.412  -2.507
H  -1.902  3.896  -5.345
H  -2.700  3.196  -1.853
H  1.758  2.077  -1.234
H  -0.697  -5.078  1.986
H  -2.086  1.390  1.327
H  0.053  -5.500  0.473
H  -2.357  -3.537  0.514
H  2.528  -0.621  6.944
H  2.721  -4.882  -2.624
H  0.421  3.580  -2.410
H  1.459  -1.345  -1.569
H  -2.673  2.039  -3.269
H  0.992  0.543  2.338
H  -3.277  -0.106  -2.017
H  -3.348  3.721  -3.330
H  0.159  3.125  5.457
H  -1.831  -4.841  -1.504
H  3.375  2.422  0.478
H  1.500  -3.818  -2.905
H  1.373  -0.605  8.257
H  1.480  -2.482  6.088
H  -1.917  -3.155  -1.731
H  -0.317  4.670  -5.006
H  2.039  3.020  2.572
H  -0.460  4.700  4.939
H  -0.882  -2.066  0.152
H  -0.469  -0.810  6.554

---

Stability, descending: one), two)

---

one) Molecular formula: C7H11N
Method: DFT, wB97M-V/def2-TZVPD

Results
charge = 0
Kohn-Sham gap = 10.2 eV
SMILES = C[C@]12C[C@@H]3[C@H](C1)N3C2

Cartesian coordinates (Å):
N  -1.297  0.675  1.245
C  -0.335  0.899  -0.868
C  0.516  -0.175  -0.188
C  -1.672  0.728  -0.237
C  0.197  0.551  1.264
C  2.066  -0.110  -0.634
C  -1.577  -0.403  0.414
C  -0.275  -1.329  0.061
H  2.459  -0.697  0.279
H  -0.810  -1.963  -0.773
H  -0.580  0.605  -1.957
H  2.420  1.057  -0.728
H  1.016  1.562  1.561
H  2.229  -0.931  -1.400
H  0.282  -0.292  2.006
H  -2.457  1.171  -0.411
H  -2.367  -1.054  0.687
H  0.137  -2.108  0.759
H  0.049  1.813  -1.081

---

two) Molecular formula: C7H11N
Method: DFT, wB97M-V/def2-TZVPD

Results
charge = 0
Kohn-Sham gap = 9.5 eV
SMILES = C1C[C@H]2[C@H]3[C@H]1CCN32

Cartesian coordinates (Å):
N  -0.423  1.353  0.559
C  -0.891  0.289  -0.199
C  -0.042  0.979  -1.076
C  0.403  0.855  1.675
C  -0.195  -0.670  1.831
C  0.016  -1.424  -1.288
C  0.062  -0.872  0.165
C  0.814  -0.135  -1.801
H  0.282  -0.214  -2.800
H  0.769  -1.145  2.455
H  0.493  1.260  2.866
H  -1.001  -1.198  2.512
H  0.388  -2.659  -1.227
H  -1.177  -1.580  -1.624
H  1.489  0.746  1.213
H  -0.448  1.922  -1.355
H  1.226  -0.653  0.185
H  -1.863  -0.014  -0.303
H  1.798  -0.063  -1.675

---

Stability, descending: one), two)